# 1
{
  "formula": "C15H45NO8",
  "method": "wB97M-V/def2-TZVPD",
  "e_tot_ha": -1255.0738,
  "e_above_lowest_kj_mol": 229.3,
  "smiles": "CC1(C)CCCC(C)(C)N1O.CC(C)O.CC(C)O.O.O.O.O.O",
  "homo_energy_ev": -7.9,
  "symbols": ["O", "H", "H", "O", "H", "H", "O", "H", "H", "O", "H", "H", "O", "H", "H", "C", "C", "C", "C", "C", "C", "N", "O", "C", "C", "C", "H", "H", "H", "H", "H", "H", "H", "H", "H", "H", "H", "H", "H", "H", "H", "H", "H", "H", "H", "C", "C", "C", "O", "H", "H", "H", "H", "H", "H", "H", "H", "C", "C", "C", "O", "H", "H", "H", "H", "H", "H", "H", "H"],
  "positions_angstrom": [[24.3799, -20.2899, -21.7962], [23.5369, -20.4567, -21.3745], [24.9325, -19.9394, -21.0975], [23.6367, -20.6633, -24.5523], [23.4335, -21.4650, -25.0342], [24.0986, -20.9641, -23.7697], [25.7694, -18.8727, -25.0148], [25.5535, -19.7916, -24.8559], [24.9212, -18.4313, -25.0603], [23.7112, -23.4313, -25.2636], [23.6395, -24.3156, -24.9043], [24.3566, -23.5094, -25.9662], [26.8561, -21.4700, -22.4441], [26.5859, -22.3824, -22.5479], [26.0414, -20.9959, -22.2775], [17.6966, -22.3990, -27.7412], [18.4834, -21.3524, -27.0633], [19.2998, -21.8998, -25.8543], [20.2931, -22.9912, -26.1833], [21.4088, -22.5167, -27.1982], [20.8012, -21.8844, -28.3684], [19.5439, -21.0077, -28.0764], [18.9937, -20.4231, -29.1604], [21.8898, -20.8344, -28.8986], [20.5256, -22.9373, -29.4993], [17.7657, -20.0680, -26.5598], [17.1377, -22.0369, -28.6041], [17.0036, -22.8278, -27.0173], [18.3812, -23.2102, -27.9887], [19.8326, -21.0978, -25.3433], [18.6796, -22.4570, -25.1523], [19.8241, -23.8782, -26.6092], [20.9118, -23.2869, -25.3361], [21.9325, -23.3986, -27.5670], [22.1888, -21.9333, -26.7090], [21.8238, -19.8321, -28.4754], [22.8951, -21.2374, -28.7758], [21.6568, -20.7431, -29.9595], [20.0030, -22.3982, -30.2895], [21.5054, -23.2402, -29.8687], [19.9826, -23.8465, -29.2413], [17.1000, -19.6023, -27.2864], [18.5794, -19.3637, -26.3871], [17.1165, -20.2017, -25.6944], [18.5153, -21.1838, -29.4981], [21.0046, -18.1999, -24.8685], [21.6752, -17.9311, -23.5492], [21.4354, -18.9916, -22.5388], [23.0554, -17.8319, -23.7871], [21.1303, -17.2917, -25.4579], [19.9238, -18.3317, -24.8178], [21.4823, -19.0359, -25.3794], [21.4116, -16.9059, -23.2891], [22.2426, -19.0179, -21.8068], [21.3670, -19.9859, -22.9801], [20.6141, -18.6976, -21.8852], [23.3182, -18.7553, -23.7878], [24.8842, -23.5504, -29.1266], [25.9352, -22.9618, -28.2690], [25.7037, -21.4756, -27.9907], [26.0604, -23.7284, -27.0831], [24.5214, -22.7200, -29.7324], [24.1940, -24.1932, -28.5802], [25.4320, -24.2780, -29.7254], [26.8424, -23.1368, -28.8475], [25.6471, -20.9220, -28.9279], [26.3907, -21.1316, -27.2176], [24.7212, -21.4064, -27.5238], [26.8749, -23.4088, -26.6880]],
  "forces_ev_per_angstrom": [[0.061, -0.088, -0.081], [-0.293, -0.133, 0.036], [0.187, 0.319, 0.261], [-0.144, 0.426, -0.040], [-0.113, -0.518, -0.110], [0.113, -0.146, 0.392], [0.691, 0.229, -0.061], [-0.195, -0.126, -0.066], [-0.290, 0.159, -0.025], [-0.362, 0.146, 0.342], [-0.089, -0.175, 0.136], [0.704, -0.085, -0.486], [0.511, -0.036, -0.119], [-0.042, -0.226, 0.010], [-0.279, -0.005, -0.102], [-1.249, -1.294, 0.979], [2.452, 0.529, 0.241], [-0.155, -1.038, -0.052], [2.423, 0.357, -1.389], [-1.214, -1.427, 1.878], [-0.874, 2.567, -1.902], [2.658, 0.272, 3.755], [-0.310, -0.150, -1.428], [-1.382, -1.021, -0.940], [0.453, 1.076, 0.320], [0.188, -0.206, -1.046], [-0.048, -0.131, 0.021], [-0.515, -0.093, -0.206], [-0.282, 0.035, -0.370], [-0.235, 0.189, -0.017], [-0.750, 0.776, 0.295], [-0.149, -0.065, 0.167], [-0.607, -0.181, 0.478], [0.151, -0.123, 0.118], [-0.424, 0.375, 0.115], [-0.196, -0.314, 0.394], [-0.088, -0.034, -0.070], [0.431, 0.321, -0.207], [0.007, -0.303, -0.280], [-0.015, -0.047, -0.223], [-0.073, 0.185, 0.342], [0.176, -0.170, -0.428], [-0.228, 0.116, 0.353], [0.448, -0.369, 0.298], [-0.710, 0.262, -1.312], [-0.500, 0.514, -0.617], [0.097, 0.800, -0.985], [-0.352, 0.123, 1.737], [0.965, -0.031, -0.076], [0.189, -0.148, -0.347], [-0.046, -0.312, 0.264], [-0.126, -0.091, -0.022], [-0.408, -0.189, 0.797], [0.321, 0.181, -0.208], [-0.385, 0.054, 0.002], [-0.648, -0.578, -0.353], [0.676, -0.219, -0.236], [0.318, -0.984, -0.629], [0.805, 0.671, -0.138], [-0.468, -1.107, 0.654], [-0.120, 0.063, 0.473], [-0.745, -0.642, -0.193], [-0.632, 0.734, 0.080], [-0.443, 0.010, -0.620], [0.516, 0.585, 0.178], [0.472, 0.268, 0.260], [0.301, 0.510, -0.501], [-0.229, 0.143, 0.032], [0.096, -0.190, 0.477]],
  "lowdin_charge": [-0.035, 0.053, 0.074, -0.044, 0.002, 0.017, -0.054, -0.010, 0.007, -0.035, 0.060, 0.011, -0.047, 0.031, -0.032, -0.037, -0.491, -0.126, -0.155, -0.165, -0.439, -0.156, -0.007, -0.007, -0.024, -0.012, 0.093, 0.097, 0.069, 0.109, 0.119, 0.106, 0.099, 0.107, 0.087, 0.087, 0.042, 0.072, 0.075, 0.077, 0.076, 0.076, 0.066, 0.084, 0.064, -0.055, -0.511, -0.055, -0.053, 0.085, 0.071, 0.074, 0.142, 0.061, 0.085, 0.087, 0.023, -0.055, -0.521, -0.028, -0.049, 0.084, 0.085, 0.083, 0.133, 0.093, 0.083, 0.060, 0.101]
}

# 2
{
  "formula": "C5H11NO",
  "method": "wB97M-V/def2-TZVPD",
  "e_tot_ha": -326.9651,
  "e_above_lowest_kj_mol": 436.4,
  "homo_energy_ev": -8.8,
  "symbols": ["C", "C", "N", "C", "C", "C", "O", "H", "H", "H", "H", "H", "H", "H", "H", "H", "H", "H"],
  "positions_angstrom": [[-0.6428, -1.1822, 2.0280], [-0.9048, -0.0601, 0.8702], [0.0295, 0.0008, -0.2640], [1.4484, 0.0182, -0.0296], [-0.2815, 1.1263, -1.1846], [0.1743, 0.1179, -2.1458], [0.8849, 0.5472, -3.1049], [0.3164, -0.8805, 2.5280], [-1.5622, -1.0856, 2.7191], [-0.5851, -2.1480, 1.6410], [-1.8108, -0.3317, 0.3670], [-0.9618, 1.0050, 1.2099], [1.6597, 0.7696, 0.7648], [1.7507, -0.9854, 0.2211], [1.8580, 0.2145, -1.0066], [0.4593, 1.8524, -1.1122], [-1.2219, 1.6798, -1.2110], [-0.6105, -0.6584, -2.2902]],
  "forces_ev_per_angstrom": [[-0.711, 4.407, 0.231], [0.826, -1.056, 0.570], [-0.434, 0.431, 2.288], [-0.487, 0.219, 1.265], [0.441, -1.834, 0.987], [-3.440, 3.731, -7.183], [0.149, -2.634, 2.284], [-1.046, -0.577, -0.071], [1.712, -0.247, -0.830], [0.105, -1.524, -0.772], [-1.006, 0.105, 0.144], [-0.222, -0.918, 0.610], [0.648, -0.387, -0.522], [0.368, -0.243, 0.542], [1.044, 0.481, 0.230], [1.329, 1.542, 0.289], [-0.442, -1.126, 0.041], [1.166, -0.372, -0.103]],
  "lowdin_charge": [-0.053, -0.191, -0.282, -0.075, -0.125, -0.333, -0.014, 0.070, 0.093, 0.031, 0.096, 0.124, 0.112, 0.093, 0.075, 0.098, 0.140, 0.143]
}

# 3
{
  "formula": "C2H8N2S",
  "method": "wB97M-V/def2-TZVPD",
  "e_tot_ha": -588.6209,
  "e_above_lowest_kj_mol": 154.9,
  "homo_energy_ev": -7.1,
  "symbols": ["C", "S", "H", "H", "H", "N", "C", "N", "H", "H", "H", "H", "H"],
  "positions_angstrom": [[2.0637, 2.0127, 1.0332], [1.7334, 1.1655, -0.4707], [3.1676, 2.0423, 1.2191], [1.8042, 3.1577, 0.9924], [1.6472, 1.4510, 1.8773], [-2.3023, -1.8243, -1.1071], [-1.5994, -0.8015, -0.5035], [-0.4029, -0.9152, -0.1329], [-1.6906, -2.5835, -1.3563], [-3.1472, -2.2239, -0.7017], [-1.8823, 0.3173, -0.7325], [0.5383, 0.0491, -0.1652], [0.0705, -1.8472, 0.0478]],
  "forces_ev_per_angstrom": [[1.135, 2.124, 1.132], [-0.989, -1.285, -1.283], [-0.754, -0.207, -0.190], [-0.098, -2.260, 0.314], [-0.190, 0.671, 0.017], [-0.679, -0.659, 0.264], [0.105, 2.007, -1.834], [1.814, -1.254, 1.290], [0.198, -0.231, 0.090], [0.017, 0.809, -0.127], [-0.190, -2.247, 0.924], [0.865, 1.338, 0.004], [-1.234, 1.192, -0.602]],
  "lowdin_charge": [-0.657, 0.403, 0.008, 0.047, 0.005, 0.074, -0.299, 0.035, 0.084, 0.100, 0.173, -0.107, 0.134]
}

# 4
{
  "formula": "C15H19Cl2F2HfN4O2",
  "method": "wB97M-V/def2-TZVPD",
  "e_tot_ha": -2120.4320,
  "total_charge": 1,
  "homo_energy_ev": -12.1,
  "symbols": ["Hf", "Cl", "C", "Cl", "H", "H", "C", "N", "C", "C", "C", "C", "C", "C", "C", "C", "H", "H", "H", "H", "H", "H", "H", "H", "H", "H", "H", "H", "N", "C", "O", "C", "C", "N", "C", "N", "H", "H", "O", "H", "H", "F", "C", "F", "H"],
  "positions_angstrom": [[0.1598, -0.2709, -0.7253], [2.9274, -0.6184, -1.2597], [2.8088, -2.1681, -2.1583], [1.1320, -2.4843, -2.6294], [3.1554, -2.9591, -1.5073], [3.4063, -2.0722, -3.0544], [1.8101, 0.0589, 2.1582], [0.3830, -0.0085, 1.7812], [-0.3008, -0.9498, 2.6893], [-0.2389, 1.3226, 1.9504], [0.3385, 2.2802, 0.9366], [0.3733, 3.6388, 1.2128], [0.9133, 4.5187, 0.2819], [1.4254, 4.0341, -0.9153], [1.3660, 2.6739, -1.1934], [0.8149, 1.7600, -0.2830], [1.8960, 0.3378, 3.2121], [2.3330, 0.7967, 1.5571], [2.2640, -0.9196, 2.0121], [-0.2931, -0.5510, 3.7074], [0.2096, -1.9075, 2.6906], [-1.3369, -1.0923, 2.3781], [-0.0896, 1.7116, 2.9631], [-1.3122, 1.1974, 1.7974], [-0.0073, 4.0128, 2.1577], [0.9469, 5.5799, 0.4966], [1.8631, 4.7173, -1.6325], [1.7560, 2.3248, -2.1441], [-3.5915, -2.6356, -0.6892], [-2.3171, -2.3936, -0.4168], [-1.8307, -1.2369, -0.7120], [-1.5133, -3.4002, 0.1951], [-2.0124, -4.6684, 0.5901], [-2.4926, -5.6625, 0.9189], [-0.2127, -2.9380, 0.3198], [0.7314, -2.2697, 0.2384], [-4.1332, -1.9454, -1.1801], [-3.9965, -3.5406, -0.5072], [-1.8772, 1.2530, -0.6180], [-1.8406, 2.2062, -0.7604], [-2.6895, 0.9066, -1.0029], [-0.9933, -0.6667, -3.3728], [-0.2590, 0.4067, -2.8244], [1.0214, 0.3129, -3.4218], [-0.6975, 1.3085, -3.2366]],
  "forces_ev_per_angstrom": [[-0.942, -0.576, 0.703], [-0.196, 0.038, -0.010], [-0.130, -0.023, 0.028], [0.181, -0.001, -0.234], [0.002, -0.012, 0.079], [0.047, 0.045, -0.040], [-0.024, -0.195, 0.062], [-0.427, 0.381, -0.241], [-0.013, 0.033, -0.051], [0.154, 0.261, -0.125], [0.004, 0.053, -0.018], [0.096, 0.047, -0.048], [0.024, -0.001, -0.050], [-0.037, 0.050, 0.084], [0.001, -0.047, 0.038], [0.191, 0.695, 0.135], [0.023, 0.001, 0.030], [-0.013, 0.021, -0.012], [0.014, -0.008, 0.005], [-0.011, -0.006, 0.017], [0.017, -0.004, 0.018], [0.027, 0.028, -0.013], [0.037, -0.124, 0.080], [-0.042, 0.033, 0.055], [0.031, -0.002, -0.027], [0.001, -0.044, -0.004], [-0.008, -0.023, 0.016], [-0.022, 0.001, 0.009], [-0.196, -0.032, -0.041], [0.180, 0.036, -0.034], [0.351, -0.146, 0.274], [0.121, 0.001, 0.050], [0.053, 0.120, 0.089], [0.052, 0.106, -0.116], [-0.476, -0.332, -0.202], [0.505, -0.231, 0.280], [-0.004, -0.011, -0.002], [-0.006, 0.012, 0.006], [0.261, -0.267, 0.190], [0.129, 0.010, -0.037], [0.003, -0.052, -0.025], [0.015, 0.386, -0.099], [0.381, -0.653, -0.778], [-0.224, 0.217, -0.149], [-0.129, 0.211, 0.104]],
  "lowdin_charge": [1.630, 0.643, -0.833, 0.690, 0.044, 0.049, -0.075, -0.342, -0.074, -0.176, -0.284, -0.032, -0.058, -0.069, -0.116, -0.303, 0.107, 0.080, 0.081, 0.105, 0.081, 0.095, 0.136, 0.120, 0.120, 0.112, 0.110, 0.088, 0.233, -0.443, -0.169, -0.166, -0.200, 0.174, -0.177, 0.029, 0.135, 0.126, -0.076, 0.102, 0.085, -0.120, -0.419, -0.148, 0.102]
}